[1]
{
  "formula": "C14H9IrN5S2",
  "method": "ωB97M-V/def2-TZVPD",
  "elements": ["Ir", "N", "C", "C", "C", "C", "C", "N", "C", "C", "C", "C", "C", "N", "H", "H", "H", "H", "H", "H", "H", "H", "H", "S", "C", "C", "N", "C", "S", "C", "N"],
  "xyz": [[0.1986, 1.2293, -0.5704], [-1.0321, -0.8474, 1.6891], [-2.0043, 0.0007, 1.2017], [-3.3233, -0.2075, 1.6217], [-4.3072, 0.6306, 1.1643], [-3.9720, 1.6724, 0.2965], [-2.6651, 1.8061, -0.0775], [-1.6783, 0.9827, 0.3650], [0.3402, -0.8649, 1.5864], [0.9984, -1.8566, 2.3319], [2.3626, -1.9374, 2.3160], [3.0815, -1.0077, 1.5602], [2.3934, -0.0743, 0.8471], [1.0250, 0.0092, 0.8324], [-1.3918, -1.5687, 2.2934], [-3.5481, -1.0201, 2.2991], [-5.3321, 0.4829, 1.4761], [-4.7152, 2.3558, -0.0850], [-2.3465, 2.5848, -0.7564], [0.4061, -2.5493, 2.9145], [2.8700, -2.7039, 2.8852], [4.1604, -1.0122, 1.5223], [2.9045, 0.6606, 0.2499], [1.9096, 2.1304, -1.6971], [2.1769, 1.0317, -3.0045], [3.3842, 1.1565, -3.7540], [4.3712, 1.2413, -4.3352], [1.2292, 0.1016, -3.2915], [-0.2326, 0.0671, -2.3588], [1.3347, -0.8514, -4.3461], [1.4021, -1.6423, -5.1766]],
  "forces_ev_per_a": [[0.329, -0.052, 0.360], [0.014, -0.052, -0.122], [0.053, 0.052, 0.101], [0.004, 0.030, 0.004], [-0.009, -0.015, 0.012], [0.017, 0.009, 0.000], [0.008, 0.028, 0.020], [-0.124, -0.070, -0.296], [-0.031, 0.021, 0.108], [-0.004, 0.009, 0.003], [-0.014, 0.023, -0.018], [0.014, 0.000, 0.011], [-0.004, 0.074, -0.031], [-0.105, -0.010, 0.049], [-0.007, -0.006, -0.015], [-0.002, 0.000, 0.003], [0.001, 0.001, 0.003], [0.001, 0.000, -0.002], [-0.004, -0.011, -0.015], [0.002, 0.000, 0.003], [0.003, 0.003, 0.003], [0.001, -0.005, 0.004], [-0.003, -0.019, -0.016], [-0.032, -0.162, -0.127], [-0.141, 0.064, 0.067], [0.043, -0.009, -0.088], [0.003, 0.031, 0.011], [-0.110, 0.154, 0.088], [0.077, -0.037, -0.071], [0.042, -0.059, -0.045], [-0.020, 0.009, -0.005]],
  "lowdin_charge": [0.783, 0.146, -0.276, 0.018, -0.015, -0.028, -0.113, -0.084, -0.256, 0.016, -0.011, -0.024, -0.103, -0.067, 0.149, 0.128, 0.129, 0.123, 0.112, 0.128, 0.130, 0.127, 0.072, 0.659, -0.693, -0.242, 0.208, -0.681, 0.705, -0.248, 0.208],
  "homo_lumo_gap_ev": [6.8757, 6.8751],
  "mol_weight_g_mol": 503.61,
  "charge": 1,
  "e_lumo_ev": [-5.10, -5.10],
  "homo_ev": [-11.977, -11.977],
  "e_tot_ev": -46617.7202
}

[2]
{
  "formula": "C12H12N2",
  "method": "ωB97M-V/def2-TZVPD",
  "elements": ["C", "C", "C", "C", "C", "C", "C", "C", "C", "C", "C", "C", "N", "N", "H", "H", "H", "H", "H", "H", "H", "H", "H", "H", "H", "H"],
  "xyz": [[1.6435, 3.7448, 0.7266], [0.2584, -3.9262, -0.9786], [2.0383, 2.4227, 1.0939], [0.2781, 3.9274, 0.6843], [-1.1680, -3.9507, -0.8905], [1.0188, -2.7820, -0.8832], [1.1637, 1.3732, 1.1584], [-0.5836, 2.8320, 0.6444], [-1.8417, -2.7660, -1.1510], [0.2400, -1.6208, -0.9122], [-0.4468, -0.3334, -1.0098], [-1.0040, 0.4661, 0.6972], [-0.1468, 1.6355, 0.8878], [-1.1139, -1.6780, -1.0094], [2.3825, 4.5366, 0.7500], [0.7787, -4.8718, -0.9116], [3.0098, 2.2098, 1.3796], [-0.2487, 4.8298, 0.7051], [-1.8666, -4.8105, -0.8146], [2.0388, -2.9187, -0.7338], [1.4618, 0.3417, 1.1548], [-1.5246, 3.0133, 0.2803], [-2.9436, -2.6364, -1.1822], [-0.7125, 0.2818, -1.8375], [-0.6933, -0.1760, 1.5304], [-2.0181, 0.8560, 0.6215]],
  "forces_ev_per_a": [[-0.358, -1.313, 1.932], [-2.008, -1.585, 1.458], [-1.058, 0.624, -0.554], [0.196, -0.871, -0.208], [0.025, -0.084, -1.684], [-1.935, 1.644, -0.358], [-0.262, 1.462, -0.849], [2.349, 1.785, 0.340], [-1.719, 0.211, 1.586], [-1.149, -1.268, -0.248], [-2.923, 0.200, 4.542], [2.125, -0.044, -2.534], [0.541, -2.325, -0.680], [3.420, 0.876, -0.660], [-0.201, 0.066, -0.277], [0.011, -0.099, -0.101], [1.998, -0.207, 0.098], [-0.102, 1.662, -0.545], [1.317, 0.144, -0.120], [1.726, 0.537, -0.116], [0.029, -0.195, 0.720], [-2.548, -0.090, -0.190], [0.889, -0.325, -0.236], [0.679, 0.600, -0.714], [-0.923, -0.544, -0.608], [-0.117, -0.860, 0.006]],
  "lowdin_charge": [0.067, 0.031, 0.032, 0.035, 0.046, 0.065, 0.004, -0.001, 0.008, -0.069, 0.130, 0.092, -0.105, 0.050, 0.143, 0.139, 0.110, 0.121, 0.152, 0.115, 0.142, 0.133, 0.167, 0.134, 0.133, 0.125],
  "homo_lumo_gap_ev": 9.5013,
  "mol_weight_g_mol": 184.24,
  "relative_energy_ev": 3.5675,
  "charge": 2,
  "e_lumo_ev": -7.78,
  "homo_ev": -17.286,
  "e_tot_ev": -15597.6908
}

[3]
{
  "formula": "CH3BrClN",
  "method": "ωB97M-V/def2-TZVPD",
  "elements": ["Cl", "C", "N", "Br", "H", "H", "H"],
  "xyz": [[-2.0141, 0.5538, 0.0653], [-0.4920, -0.3443, -0.3239], [0.5642, 0.5434, 0.2933], [2.3642, -0.0809, 0.0814], [-0.4388, -1.3184, 0.0464], [-0.4451, -0.1589, -1.4992], [0.4616, 0.8054, 1.3367]],
  "forces_ev_per_a": [[0.251, -0.781, 0.233], [1.034, 4.274, -1.943], [-0.006, 0.434, 0.988], [-0.996, -0.018, 0.082], [-0.486, -1.628, 0.272], [0.340, -1.109, 2.651], [-0.137, -1.173, -2.284]],
  "lowdin_charge": [0.516, -0.670, -0.603, 0.550, 0.032, 0.109, 0.066],
  "homo_lumo_gap_ev": 9.6367,
  "smiles": "ClCNBr",
  "mol_weight_g_mol": 144.40,
  "relative_energy_ev": 1.6108,
  "e_lumo_ev": 0.18,
  "homo_ev": -9.454,
  "e_tot_ev": -85139.0948
}